Entry 1:
This record from OMol25 describes an isolated ion of composition C4H8IN2O and charge +1 in a non-equilibrium geometry. The level of theory is ωB97M-V/def2-TZVPD.

Values from the calculation:
HOMO-LUMO gap (eV): 7.866
ΔE to the lowest compared entry with this formula, charge and spin (eV): 0.410
SMILES: C=[N+](C)CC(=O)NI
HOMO level (eV): -12.94
Energy (a.u.): -639.37302
Strongest force on any atom (eV/A): 1.71

```
! RIJCOSX wB97M-V def2-TZVPD def2/J DEFGRID3
* xyz 1 1
C 0.0905 0.6761 -1.2791
N 0.1733 0.2836 -0.0717
C 1.3783 0.3302 0.7030
C -0.9201 -0.3958 0.5643
C -0.6451 -1.9097 0.2591
O 0.2774 -2.4759 0.7715
N -1.4142 -2.3857 -0.7284
I -1.1838 -4.3412 -1.3218
H 0.9398 1.1240 -1.7724
H -0.8353 0.6204 -1.8336
H 1.2905 1.0826 1.4916
H 1.5207 -0.6422 1.1884
H 2.2415 0.5673 0.0838
H -1.8841 -0.0798 0.1683
H -0.8804 -0.2505 1.6452
H -2.3035 -1.9711 -0.9727
*
```

Entry 2:
This record from OMol25 describes C58H59FGeLuO4P3S4 as an isolated structure in a non-equilibrium geometry. The level of theory is ωB97M-V/def2-TZVPD.

Values from the calculation:
HOMO-LUMO gap (eV): 6.335
ΔE to the lowest compared entry with this formula, charge and spin (eV): 0.485
HOMO level (eV): -6.68
Energy (a.u.): -8575.73691
Strongest force on any atom (eV/A): 2.10

```
! RIJCOSX wB97M-V def2-TZVPD def2/J DEFGRID3
* xyz 0 1
Lu -1.2376 -0.0725 1.2546
F 3.6575 -0.1637 -3.1726
Ge 2.2501 -0.3036 -1.9936
C 1.1197 -1.2082 -3.4022
C 1.8070 -1.7548 -4.4820
C 1.1446 -2.1627 -5.6233
C -0.2299 -2.0045 -5.7155
C -0.9225 -1.4935 -4.6383
C -0.2642 -1.1156 -3.4675
P -1.3283 -0.6212 -2.0400
C -2.1377 0.7479 -2.9828
C -1.2604 1.7905 -3.2767
C -1.6895 2.9360 -3.9170
C -3.0204 3.0623 -4.2796
C -3.8950 2.0232 -4.0190
C -3.4621 0.8727 -3.3756
C -2.4134 -2.1096 -2.1978
C -1.7842 -3.3342 -2.4408
C -2.4991 -4.5154 -2.4714
C -3.8701 -4.5001 -2.2697
C -4.5021 -3.2979 -2.0063
C -3.7793 -2.1172 -1.9457
C 2.0552 1.6982 -2.1451
C 2.3411 2.1755 -3.4221
C 2.6335 3.5054 -3.6417
C 2.7131 4.3678 -2.5598
C 2.3449 3.9206 -1.3069
C 1.9480 2.5978 -1.0953
P 1.0838 2.1644 0.4831
C 2.4859 2.4172 1.6341
C 3.7987 2.2778 1.1987
C 4.8498 2.4439 2.0813
C 4.6030 2.7119 3.4175
C 3.2983 2.8300 3.8649
C 2.2452 2.6933 2.9798
C 0.2552 3.8232 0.5251
C 0.5182 4.8579 1.4143
C -0.1128 6.0827 1.2648
C -1.0145 6.2959 0.2370
C -1.2803 5.2705 -0.6593
C -0.6422 4.0532 -0.5173
C 3.4147 -1.3418 -0.6658
C 4.7186 -1.5655 -1.1079
C 5.5796 -2.4147 -0.4406
C 5.1406 -3.0977 0.6813
C 3.8693 -2.8495 1.1464
C 3.0080 -1.9491 0.5127
P 1.4137 -1.6898 1.4193
C 2.2564 -1.4632 3.0558
C 1.7543 -1.9096 4.2739
C 2.4503 -1.6861 5.4501
C 3.6441 -0.9877 5.4408
C 4.1195 -0.4812 4.2432
C 3.4303 -0.7082 3.0662
C 1.0224 -3.4868 1.2419
C 0.7971 -4.4046 2.2552
C 0.4871 -5.7183 1.9444
C 0.4130 -6.1390 0.6293
C 0.6518 -5.2311 -0.3908
C 0.9437 -3.9176 -0.0840
H 2.8801 -1.8496 -4.4277
H 1.6980 -2.5911 -6.4450
H -0.7583 -2.2850 -6.6153
H -1.9990 -1.3950 -4.6927
H -0.2195 1.6878 -3.0030
H -0.9846 3.7271 -4.1298
H -3.3690 3.9597 -4.7710
H -4.9288 2.1054 -4.3202
H -4.1694 0.0774 -3.2088
H -0.7168 -3.3614 -2.6081
H -1.9830 -5.4494 -2.6459
H -4.4315 -5.4215 -2.3077
H -5.5676 -3.2788 -1.8313
H -4.2890 -1.2039 -1.6865
H 2.3423 1.4830 -4.2495
H 2.8312 3.8623 -4.6418
H 3.0349 5.3900 -2.6932
H 2.3658 4.6087 -0.4746
H 4.0043 2.0470 0.1620
H 5.8656 2.3641 1.7224
H 5.4256 2.8284 4.1077
H 3.0930 3.0314 4.9057
H 1.2283 2.8234 3.3245
H 1.2370 4.7339 2.2092
H 0.1136 6.8822 1.9559
H -1.5008 7.2542 0.1285
H -1.9731 5.4265 -1.4741
H -0.8038 3.2771 -1.2513
H 5.0768 -1.0618 -1.9890
H 6.5853 -2.5577 -0.8063
H 5.7794 -3.8025 1.1935
H 3.5238 -3.3584 2.0352
H 0.7956 -2.4001 4.3199
H 2.0477 -2.0609 6.3781
H 4.1960 -0.8323 6.3567
H 5.0348 0.0917 4.2201
H 3.8254 -0.3069 2.1433
H 0.8459 -4.1116 3.2880
H 0.2998 -6.4154 2.7455
H 0.1735 -7.1649 0.3959
H 0.6160 -5.5476 -1.4234
H 1.1208 -3.2036 -0.8827
S -1.3123 -2.1979 3.2362
S -2.4472 -1.5474 4.8014
S -1.7421 0.3409 5.3911
S -2.8894 1.8267 4.6416
O -1.5363 2.2198 2.1468
H -2.0462 2.0766 3.0884
H -1.6989 3.1499 1.9532
O -1.5639 -2.4751 0.3737
H -1.4505 -3.3215 -0.0822
H -1.8538 -2.7008 1.2924
O 0.2472 0.4719 3.1197
H -0.3306 0.4050 3.9322
H 1.0808 0.8436 3.4354
O -2.3155 1.5695 -0.3750
H -3.1770 1.1697 -0.1209
H -2.4234 2.5276 -0.2734
C -6.1372 -0.5462 1.7961
C -4.9249 0.3779 1.5991
C -5.2656 1.3587 0.4657
C -3.6622 -0.4787 1.3388
H -7.0296 0.0230 2.0572
H -5.9464 -1.2704 2.5856
H -6.3402 -1.1020 0.8794
H -4.7882 0.9520 2.5224
H -5.0898 0.9107 -0.5161
H -4.7115 2.2917 0.5578
H -6.3215 1.6244 0.5065
H -3.9312 -1.1242 0.4792
H -3.6607 -1.1813 2.1933
*
```

Entry 3:
This record from OMol25 describes a 15-piece molecular cluster, C4H28BO22 overall in a non-equilibrium geometry. The level of theory is ωB97M-V/def2-TZVPD.

Values from the calculation:
HOMO-LUMO gap (eV): 9.719
ΔE to the lowest compared entry with this formula, charge and spin (eV): 0.940
HOMO level (eV): -8.38
Energy (a.u.): -1849.71221
Strongest force on any atom (eV/A): 1.44

```
! RIJCOSX wB97M-V def2-TZVPD def2/J DEFGRID3
* xyz -1 1
O -1.6618 -0.6088 3.0575
C -1.1152 -0.1721 2.0964
O -0.9224 -0.7645 0.9177
B -0.5456 0.2463 -0.1163
O -0.3882 1.4883 0.6160
C -0.7362 1.3171 1.8887
O -0.8330 2.1766 2.7105
O -1.6042 0.3071 -1.1552
C -1.1677 -0.2049 -2.2954
O -1.7849 -0.4030 -3.2960
C 0.3191 -0.5767 -2.0841
O 0.6271 -0.2847 -0.8411
O 1.0632 -1.0649 -2.8882
O -0.9117 4.9511 1.5641
H -1.2452 4.3395 2.2279
H -0.1784 4.4753 1.1628
O 1.1120 -0.2068 -5.6734
H 1.9354 0.2820 -5.5852
H 1.0234 -0.6829 -4.8377
O -1.5254 1.2319 -5.7202
H -0.8381 0.6031 -5.9746
H -1.6976 0.9520 -4.8145
O -0.1855 -3.2214 3.3724
H -0.4235 -2.3001 3.2042
H 0.4161 -3.4594 2.6624
O 3.9984 -1.2333 -2.5321
H 3.9725 -0.7170 -1.7208
H 3.0899 -1.5403 -2.6494
O 2.4733 -3.3573 -0.9674
H 1.5312 -3.2350 -1.1172
H 2.7147 -4.1146 -1.5092
O -0.1198 0.7311 5.3131
H -0.9407 1.1694 5.5539
H 0.2196 1.2329 4.5620
O 3.6744 1.6236 -3.2755
H 3.0633 1.8596 -2.5711
H 3.4525 0.7096 -3.4918
O 2.0707 -0.6730 1.7519
H 1.2601 -0.7935 1.2450
H 2.3835 -1.5627 1.9401
O -1.6938 -3.9219 -0.0044
H -1.0843 -4.2284 -0.6814
H -1.7945 -2.9768 -0.1614
O -3.0800 -0.8853 5.6889
H -2.6874 -1.7263 5.9387
H -2.7140 -0.7131 4.8126
O -0.3698 3.3973 -1.9307
H -0.5707 2.4864 -1.6934
H 0.0903 3.3416 -2.7747
O -4.5229 -0.3709 -0.0699
H -3.6688 -0.0588 -0.3870
H -4.7005 -1.1620 -0.5863
O 1.8428 2.6598 4.0711
H 1.0746 3.1747 3.7991
H 2.3039 2.4641 3.2488
*
```

Entry 4:
This record from OMol25 describes a 3-piece molecular cluster, C4H12O3S overall in a non-equilibrium geometry. The level of theory is ωB97M-V/def2-TZVPD.

Values from the calculation:
HOMO-LUMO gap (eV): 9.752
ΔE to the lowest compared entry with this formula, charge and spin (eV): 0.131
SMILES: O=CCCCS.O.O
HOMO level (eV): -9.41
Energy (a.u.): -783.48145
Strongest force on any atom (eV/A): 1.04

```
! RIJCOSX wB97M-V def2-TZVPD def2/J DEFGRID3
* xyz 0 1
O 3.1496 1.4707 -0.8252
C 2.2933 0.7604 -1.2688
C 1.5467 -0.2506 -0.4396
C 0.0161 -0.0268 -0.3854
C -0.4404 0.4361 0.9814
S -0.3387 2.2635 1.1775
H 1.9725 0.7994 -2.3311
H 1.9543 -0.2559 0.5821
H 1.7770 -1.2671 -0.7939
H -0.3076 0.6672 -1.1658
H -0.4631 -0.9735 -0.6460
H 0.0799 -0.0196 1.8182
H -1.4935 0.2411 1.1411
H 0.9968 2.3364 1.2675
O 0.1967 -6.5486 1.6126
H -0.4917 -7.2234 1.4889
H -0.1467 -5.7699 1.1609
O -3.3689 4.6379 -1.4656
H -2.8628 3.9041 -1.0897
H -4.0695 4.8184 -0.8190
*
```

Entry 5:
This record from OMol25 describes a 4-piece molecular cluster, CH11N2O3 overall in a non-equilibrium geometry. The level of theory is ωB97M-V/def2-TZVPD.

Values from the calculation:
HOMO-LUMO gap (eV): 11.215
ΔE to the lowest compared entry with this formula, charge and spin (eV): 1.073
HOMO level (eV): -15.00
Energy (a.u.): -379.70387
Strongest force on any atom (eV/A): 2.42

```
! RIJCOSX wB97M-V def2-TZVPD def2/J DEFGRID3
* xyz 1 1
N -0.0440 -0.5751 -0.2820
C 0.0053 -1.4927 -1.2263
N 1.1791 -1.7212 -1.7776
H 0.5157 0.2488 -0.4203
H -0.8694 -0.3495 0.3372
H -0.9004 -1.7532 -1.7688
H 1.2074 -2.2337 -2.6418
H 2.0395 -1.6794 -1.2411
H -2.5821 -0.2817 1.8469
H -2.3237 0.9956 1.0557
O -2.3067 0.0311 0.9800
H 4.2062 -1.1449 0.7851
H 3.1811 -0.0492 0.9175
O 3.5247 -0.6649 0.2846
H -1.9626 3.5853 1.7954
H -2.6631 3.8786 0.4133
O -2.2069 3.2062 0.9421
*
```

Entry 6:
This record from OMol25 describes C27H28HfI2N3OS4 as an isolated structure in a non-equilibrium geometry. The level of theory is ωB97M-V/def2-TZVPD.

Values from the calculation:
HOMO-LUMO gap (eV): 6.198
ΔE to the lowest compared entry with this formula, charge and spin (eV): 0.458
HOMO level (eV): -15.52
Energy (a.u.): -3520.61621
Strongest force on any atom (eV/A): 1.32

```
! RIJCOSX wB97M-V def2-TZVPD def2/J DEFGRID3
* xyz 3 1
Hf -0.3262 -0.2020 -0.0710
C 1.3963 3.2660 0.9967
C 2.6275 2.4010 0.7937
S 2.2497 0.6221 0.7527
C 3.3289 0.0588 -0.5957
C 3.0642 -1.3785 -1.0089
S 1.3954 -1.8051 -1.5843
C 1.4187 -1.3525 -3.3446
C 1.8272 0.0823 -3.6381
S 0.7162 1.1497 -2.7165
C 1.5575 2.7324 -2.5696
C 0.6709 3.6443 -1.7224
S 0.0505 2.9845 -0.1529
H 1.6947 4.3154 0.9559
H 0.9683 3.1139 1.9900
H 3.3342 2.5488 1.6096
H 3.1358 2.6408 -0.1380
H 4.3593 0.1398 -0.2470
H 3.1881 0.7488 -1.4213
H 3.2782 -2.0755 -0.2000
H 3.7428 -1.6479 -1.8214
H 0.4053 -1.5579 -3.6949
H 2.0801 -2.0657 -3.8366
H 1.7221 0.2574 -4.7095
H 2.8713 0.2610 -3.3812
H 1.6603 3.1684 -3.5639
H 2.5573 2.6261 -2.1503
H -0.2284 3.9066 -2.2813
H 1.1891 4.5787 -1.5021
C -4.3802 -2.2276 -0.0685
C -4.2894 -3.0580 1.0356
C -3.0384 -3.3093 1.5848
C -1.9411 -2.7071 1.0041
N -2.0232 -1.8023 0.0078
C -3.2410 -1.6029 -0.5387
C -0.5759 -3.0144 1.4657
C -0.2546 -4.3021 1.8555
C 1.0277 -4.5639 2.3086
C 1.9326 -3.5149 2.3605
C 1.5460 -2.2709 1.9079
N 0.3131 -1.9989 1.4228
H -5.3248 -2.0425 -0.5600
H -5.1758 -3.5178 1.4532
H -2.9174 -3.9705 2.4306
H -3.2842 -0.9333 -1.3826
H -0.9968 -5.0855 1.8045
H 1.3144 -5.5586 2.6239
H 2.9335 -3.6487 2.7466
H 2.2399 -1.4483 1.9640
I -3.6719 1.8754 -3.4964
C -3.5676 2.0788 -1.4492
C -4.4969 2.9344 -0.7905
C -4.5015 3.0907 0.5681
I -5.9026 4.3371 1.4355
C -3.5345 2.3848 1.3562
C -3.4229 2.4654 2.7576
C -2.4505 1.7596 3.4299
C -1.5689 0.9701 2.6997
N -1.6317 0.8646 1.3723
C -2.6201 1.5533 0.6912
C -2.6490 1.3959 -0.7100
O -1.6998 0.5532 -1.2141
H -5.2191 3.4645 -1.3963
H -4.1169 3.0924 3.3041
H -2.3578 1.8078 4.5051
H -0.7883 0.4025 3.1948
*
```